The following is a quantum chemistry calculation of 12 unconnected molecules or ions with the total composition C26H66BO30 in a non-equilibrium geometry, from the Open Molecules 2025 dataset.

```
123
Properties=species:S:1:pos:R:3:forces:R:3:lowdin_charge:R:1
O 2.660 2.185 0.063 -0.25 0.16 -0.33 0.132
C 1.810 1.337 0.105 0.78 -0.21 0.48 -0.345
O 0.854 1.233 1.005 -0.39 0.18 -0.70 0.247
B 0.015 0.049 0.683 0.74 -0.40 0.16 -0.879
O 0.692 -0.567 -0.479 0.00 -0.26 -0.24 0.224
C 1.788 0.087 -0.799 -1.21 0.16 0.46 -0.360
O 2.579 -0.231 -1.631 0.59 0.01 -0.43 0.145
O -1.390 0.318 0.376 0.15 0.09 0.10 0.210
C -2.147 -0.346 1.260 0.12 0.39 0.29 -0.329
O -3.327 -0.249 1.373 -0.20 0.08 -0.17 0.173
C -1.209 -1.156 2.175 0.21 0.13 -0.21 -0.360
O 0.041 -0.874 1.820 -0.49 0.01 -0.01 0.240
O -1.570 -1.878 3.045 -0.05 -0.41 0.32 0.182
C -4.910 3.247 1.289 -0.37 -0.02 0.08 -0.254
C -5.842 2.628 0.260 0.01 -0.22 -0.64 -0.209
O -5.601 1.220 0.069 -0.34 0.79 0.51 -0.095
O -3.755 3.756 0.679 0.51 0.20 -0.06 -0.077
H -4.628 2.520 2.059 -0.27 -0.17 0.03 0.122
H -5.431 4.065 1.789 0.14 0.15 0.00 0.115
H -5.647 3.120 -0.701 0.04 0.20 0.07 0.114
H -6.893 2.838 0.468 -0.03 -0.53 0.29 0.114
H -4.655 1.148 0.261 -0.12 -0.72 -0.19 0.039
H -3.461 3.099 0.021 0.02 0.40 0.02 0.035
C 0.589 1.006 -4.224 1.43 0.47 0.56 -0.215
C 0.654 0.354 -5.583 -1.10 -0.25 0.25 -0.246
O 1.816 -0.437 -5.757 -0.04 0.12 0.11 -0.051
O 1.546 2.079 -4.143 -0.45 0.26 -0.08 -0.073
H 0.894 0.331 -3.412 -0.51 -0.48 -0.30 0.099
H -0.391 1.418 -3.987 -0.03 0.09 -0.23 0.101
H 0.618 1.140 -6.336 0.26 -0.07 -0.11 0.126
H -0.249 -0.261 -5.705 0.08 -0.03 -0.10 0.112
H 1.660 -1.224 -5.221 0.27 -0.09 -0.09 0.081
H 2.391 1.737 -4.456 0.00 -0.11 0.06 0.079
C -5.592 -3.289 -0.561 -0.76 0.91 -0.26 -0.232
C -5.637 -1.850 -0.071 1.67 -0.36 0.34 -0.275
O -6.909 -1.496 0.403 -0.42 0.05 -0.11 -0.057
O -6.646 -3.478 -1.502 -0.04 -0.51 0.08 -0.079
H -5.669 -3.973 0.289 -0.02 -0.18 -0.07 0.117
H -4.662 -3.439 -1.104 0.14 -0.12 0.17 0.097
H -5.304 -1.184 -0.871 -0.22 0.01 -0.14 0.113
H -4.877 -1.765 0.724 -0.29 0.06 -0.11 0.105
H -6.925 -0.529 0.371 -0.01 -0.03 0.12 0.069
H -7.442 -3.181 -1.046 -0.02 0.11 -0.11 0.072
C 1.656 -0.170 5.028 -1.20 0.67 -0.18 -0.221
C 2.756 0.478 5.808 1.53 -0.26 1.65 -0.212
O 2.807 -0.251 7.075 -0.26 -0.26 -0.04 -0.096
O 0.398 0.319 5.520 -0.02 -0.07 -0.02 -0.076
H 1.672 -1.257 5.140 0.40 0.01 0.05 0.115
H 1.607 0.057 3.964 0.46 0.10 -0.01 0.109
H 2.656 1.525 6.102 -0.74 0.12 -0.74 0.119
H 3.780 0.423 5.423 -0.30 -0.33 -0.65 0.118
H 2.809 0.346 7.825 0.08 0.18 -0.13 0.072
H 0.442 0.318 6.482 0.00 -0.16 0.01 0.073
C 5.634 0.242 -2.853 1.23 0.00 -0.88 -0.229
C 6.597 -0.922 -2.737 -0.54 -0.83 0.29 -0.240
O 7.295 -0.868 -1.493 0.34 0.05 -0.12 -0.064
O 6.369 1.329 -3.443 -0.14 0.11 0.15 -0.074
H 5.317 0.504 -1.848 -0.50 -0.06 -0.06 0.118
H 4.841 -0.059 -3.544 -0.35 0.18 0.34 0.108
H 7.306 -0.983 -3.565 0.10 0.53 0.02 0.118
H 6.021 -1.852 -2.837 -0.05 0.09 0.34 0.106
H 7.075 -1.627 -0.951 -0.11 -0.04 -0.10 0.074
H 5.957 2.160 -3.189 -0.04 -0.03 0.01 0.078
C 3.143 3.339 3.114 0.26 1.01 -0.34 -0.238
C 2.326 4.442 2.447 -0.45 0.50 1.10 -0.220
O 1.627 5.193 3.476 0.15 -0.34 -0.29 -0.083
O 4.179 2.968 2.214 -0.03 -0.91 0.35 -0.071
H 2.447 2.579 3.488 0.33 -0.47 -0.37 0.110
H 3.675 3.727 3.984 -0.19 0.20 0.03 0.118
H 1.591 3.991 1.776 0.12 0.12 -0.19 0.093
H 2.976 5.140 1.923 0.15 -0.30 -0.29 0.125
H 1.476 6.069 3.113 -0.12 0.00 0.03 0.074
H 3.829 2.437 1.482 -0.09 0.37 0.22 0.044
C -0.526 -3.349 5.710 -0.30 -0.67 -0.29 -0.262
C 0.003 -3.743 7.061 0.09 -1.01 -0.30 -0.230
O 0.836 -4.909 6.942 0.45 0.33 0.02 -0.073
O -1.554 -4.271 5.329 -0.27 0.26 0.22 -0.075
H 0.228 -3.498 4.934 0.52 0.69 0.34 0.121
H -0.882 -2.317 5.760 -0.05 0.00 -0.28 0.109
H -0.820 -4.036 7.717 -0.17 0.61 0.06 0.121
H 0.580 -2.910 7.466 0.07 -0.14 0.19 0.111
H 0.423 -5.656 7.375 -0.16 0.06 -0.03 0.072
H -1.737 -4.082 4.402 -0.16 0.00 0.04 0.066
C -0.704 -3.735 -1.909 -1.09 -0.28 0.89 -0.210
C -0.490 -2.491 -2.727 0.57 -0.88 -0.12 -0.239
O -0.985 -2.621 -4.055 0.03 0.06 -0.07 -0.064
O -2.092 -3.798 -1.484 0.22 0.20 -0.24 -0.075
H -0.084 -3.715 -1.009 0.04 0.10 -0.07 0.114
H -0.486 -4.669 -2.433 0.35 0.26 -0.31 0.125
H 0.602 -2.408 -2.768 -0.08 0.53 -0.23 0.102
H -0.936 -1.633 -2.227 0.08 0.06 0.10 0.109
H -1.693 -3.271 -4.032 -0.14 0.13 -0.03 0.079
H -2.473 -4.645 -1.727 0.05 -0.07 0.07 0.074
C -3.247 0.922 -3.573 -0.81 -0.74 1.16 -0.253
C -3.045 2.142 -2.685 0.89 0.42 -0.22 -0.201
O -3.075 1.992 -1.275 -0.66 -0.47 -0.11 -0.079
O -3.342 1.428 -4.888 0.43 -0.15 -0.15 -0.055
H -4.187 0.416 -3.299 0.01 0.24 0.08 0.125
H -2.489 0.143 -3.408 0.35 0.32 -0.38 0.109
H -3.833 2.834 -2.983 0.08 0.20 0.32 0.132
H -2.067 2.588 -2.912 -0.23 0.12 -0.42 0.110
H -2.335 1.487 -0.921 0.25 -0.27 -0.21 0.075
H -3.359 0.681 -5.493 -0.01 0.05 -0.05 0.090
C 0.924 5.137 -1.759 1.06 0.75 -0.77 -0.248
C -0.322 4.749 -1.045 -0.26 -0.27 0.62 -0.253
O -0.530 5.571 0.092 0.00 0.21 0.04 -0.050
O 2.084 5.149 -0.931 -0.51 -0.27 -0.07 -0.061
H 0.831 6.149 -2.163 -0.04 0.06 0.19 0.122
H 1.108 4.496 -2.631 -0.27 -0.19 0.08 0.111
H -0.227 3.704 -0.719 -0.22 -0.07 -0.15 0.117
H -1.175 4.864 -1.718 -0.05 -0.25 -0.06 0.119
H -0.624 5.020 0.872 -0.11 0.00 0.00 0.078
H 2.108 4.268 -0.539 0.46 -0.03 0.17 0.039
C 3.069 -4.866 -1.953 -1.78 -0.36 -0.24 -0.220
C 3.169 -3.387 -1.666 0.58 0.00 1.53 -0.275
O 3.308 -2.679 -2.865 -0.01 0.12 -0.27 -0.075
O 2.312 -5.501 -0.905 0.35 0.34 0.37 -0.083
H 4.021 -5.378 -2.081 0.12 0.18 -0.16 0.117
H 2.441 -4.920 -2.853 0.54 -0.18 -0.24 0.118
H 3.996 -3.225 -0.949 0.23 0.16 -0.46 0.124
H 2.319 -3.037 -1.068 -0.37 -0.31 -0.39 0.109
H 2.968 -1.790 -2.690 0.21 0.15 0.02 0.037
H 1.888 -6.296 -1.233 0.15 -0.02 -0.15 0.076
```
Forces are in eV/Å.

Calculated values
energy above the lowest of the compared OMol25 structures with the same formula, charge and spin = 0.000 eV
charge = -1
HOMO-LUMO gap = 9.588 eV
E_HOMO = -7.80 eV